Entry 1:
The following is a quantum chemistry calculation of an isolated ion of composition C3H8NO and charge +1 at a distorted geometry, from OMol25.

Each line ends with the natural charge from an NBO analysis.
Cartesian coordinates (Å):
O  1.602469  0.983842  -0.951471  -0.496
N  -2.029142  -0.788822  0.334767  -0.672
C  -0.958713  0.116957  -0.143668  -0.291
C  0.336044  -0.342365  0.516535  -0.548
C  1.656956  0.399636  0.095524  0.442
H  0.651496  -1.263385  -0.032575  0.248
H  -2.932271  -0.297903  0.362542  0.462
H  -2.090379  -1.700030  -0.092713  0.456
H  -1.006996  1.224381  -0.144636  0.283
H  2.602180  0.198018  0.631192  0.165
H  0.337315  -0.467215  1.592731  0.228
H  -0.711046  -0.011846  -1.242245  0.269
H  -1.724942  -1.006428  1.343994  0.454

Forces on the atoms, in the same order (eV/Å):
O 0.5750 0.4455 0.2293
N 0.1814 1.2602 2.8705
C 3.4407 0.5086 -2.7045
C 2.1414 -0.4051 -0.6016
C -1.7945 -0.1028 -1.0103
H -0.5239 -0.2277 1.0654
H 0.0195 -0.5295 -0.0859
H -0.0483 -0.2271 -0.8128
H -1.3180 -0.6422 0.9931
H -0.3049 0.1033 0.1980
H -0.3182 -0.2605 0.2787
H -1.0005 -0.2760 1.0531
H -1.0498 0.3535 -1.4729

As for the relative energy (zero: lowest compared OMol25 entry of this formula, charge and spin): 106.2 kJ/mol. For the frontier orbital gap, the calculation gives 0.36202 Ha. Its SMILES is [NH3+]CCC=O. The spin multiplicity is 1. Its charge is +1. The maximum force comes out at 4.4 eV Å⁻¹. As for the HOMO energy: -13.94 eV.



Entry 2:
The following is a quantum chemistry calculation of a 9-piece molecular cluster, C5H24NO10 overall at a distorted geometry, from OMol25.

Each line ends with the natural charge from an NBO analysis.
Cartesian coordinates (Å):
O  -1.693877  -0.381457  2.216191  -1.009
O  1.113650  0.250147  0.896354  -0.773
O  -1.858303  2.017390  0.575771  -0.982
O  0.019650  3.629232  1.843346  -1.017
O  1.759059  2.685769  0.023529  -1.036
O  1.213855  3.229472  -2.584899  -0.986
O  1.672275  -4.082049  0.359885  -0.988
O  0.478188  1.381438  3.265112  -0.995
O  0.301522  -1.812825  0.991806  -0.840
O  -1.555489  -3.489173  -0.502643  -0.965
N  -1.711792  0.368191  -1.644930  -0.443
C  -0.359231  0.244977  -2.156273  -0.271
C  0.940565  -0.882399  0.392900  0.825
C  1.495942  -1.157753  -0.983443  -0.521
C  0.377312  -1.108933  -2.078948  -0.420
C  -2.128459  -0.344503  -0.696087  -0.038
H  -1.413727  1.290886  1.017374  0.499
H  -1.108554  -4.273493  -0.811488  0.463
H  -0.253994  -1.934449  -1.748459  0.223
H  0.789950  0.817772  2.518677  0.510
H  1.319604  3.184885  0.745090  0.499
H  2.053610  -2.083526  -1.064344  0.237
H  -3.120478  -0.118481  -0.295040  0.170
H  2.151910  -0.304088  -1.187726  0.209
H  1.511212  1.789963  0.346007  0.499
H  -0.302587  0.517924  -3.210779  0.202
H  -0.978606  -0.905629  1.762979  0.507
H  -1.971960  -0.981998  2.913637  0.473
H  -0.754768  3.204990  1.409106  0.498
H  0.883361  -1.349656  -3.012982  0.202
H  1.984686  2.670371  -2.729761  0.453
H  1.150362  3.182988  -1.601503  0.506
H  -0.459088  1.166676  3.319337  0.481
H  0.193543  0.972908  -1.558515  0.224
H  -0.861549  -3.011281  -0.023567  0.491
H  0.273663  2.978043  2.523483  0.495
H  1.252114  -4.875338  0.700326  0.455
H  -1.755602  2.034561  -0.377894  0.501
H  1.058274  -3.341531  0.597231  0.498
H  -1.706243  -1.180027  -0.148842  0.163

Forces on the atoms, in the same order (eV/Å):
O 0.3258 -0.4258 -0.0657
O -0.2818 -0.5398 -0.1182
O -0.5981 1.5993 0.9781
O -0.3752 0.3295 0.1027
O -0.1623 -0.2049 0.5645
O -0.0124 -0.0422 0.2004
O -0.3541 0.0633 -0.0645
O 0.1837 -0.1659 0.2474
O -0.1475 -0.0030 -0.3320
O -0.2336 -0.0548 0.1305
N 0.1408 -0.3140 -0.3312
C 0.6435 -0.8038 0.0186
C 0.1702 -0.3049 0.4711
C -0.0289 1.5723 -0.8287
C 0.5165 -0.5400 1.7201
C -1.3378 -0.2413 0.0163
H 0.0981 -0.4180 -0.5026
H 0.1544 -0.3682 -0.2088
H -0.5160 0.0556 -0.8028
H -0.1250 0.1773 0.1155
H -0.0538 0.4905 -0.3447
H -0.0427 -0.1931 0.2474
H 0.0615 0.1248 -0.2039
H 0.2774 -0.2863 0.0116
H 0.4417 -0.0440 -0.6276
H -0.4289 0.5620 0.2125
H -0.1096 0.2172 0.3910
H -0.1252 0.1059 0.0668
H 0.3444 0.2553 0.0397
H -0.3158 -0.0510 -0.1399
H -0.0321 0.0920 -0.1001
H 0.1640 0.0146 -0.2662
H -0.0601 -0.2362 -0.0072
H 0.2401 0.2019 -0.3965
H 0.0687 0.2320 0.2159
H -0.0023 -0.0376 0.0074
H 0.0224 -0.0290 0.0773
H 0.3051 -0.6354 -0.0374
H 0.4792 -0.1853 0.0928
H 0.7059 0.0309 -0.5495

As for the relative energy (zero: lowest compared OMol25 entry of this formula, charge and spin): 0.0 kJ/mol. For the frontier orbital gap, the calculation gives 0.34585 Ha. The spin multiplicity is 1. Its charge is -1. The maximum force comes out at 2.0 eV Å⁻¹. As for the HOMO energy: -6.61 eV.



Entry 3:
The following is a quantum chemistry calculation of a 5-piece molecular cluster, C4H16O4 overall at a distorted geometry, from OMol25.

Each line ends with the natural charge from an NBO analysis.
Cartesian coordinates (Å):
O  -2.307203  1.010210  1.709062  -0.988
O  -0.137611  2.907733  1.271606  -0.965
O  -1.777637  -2.661087  0.565539  -0.928
O  -1.547637  1.858227  -1.002652  -0.946
C  1.692976  -1.801822  0.971104  -0.654
C  1.251951  0.250179  -2.322262  -0.650
C  1.109032  -1.265587  -0.308080  -0.180
C  1.740648  -0.341684  -1.021521  -0.204
H  1.073634  -2.573955  1.427602  0.225
H  1.051539  -0.520346  -3.058522  0.222
H  -0.799308  1.264527  -0.889419  0.469
H  2.073220  0.826144  -2.746754  0.217
H  0.383995  0.896035  -2.234281  0.203
H  0.094801  -1.540730  -0.558808  0.200
H  0.781136  2.624380  1.320751  0.469
H  2.695319  -2.189054  0.786958  0.217
H  2.704086  0.015797  -0.680623  0.187
H  1.764717  -1.048497  1.747518  0.214
H  -2.228889  1.958803  1.836898  0.504
H  -2.781605  0.549335  2.406170  0.487
H  -0.442302  2.507269  0.437934  0.477
H  -2.209367  1.574394  -0.362459  0.493
H  -2.214433  -2.490853  -0.281800  0.465
H  -1.971062  -1.809417  0.986039  0.468

Forces on the atoms, in the same order (eV/Å):
O 0.0331 -0.7604 -0.8424
O 0.1562 -0.1729 -0.2912
O -0.5440 0.7971 -0.2928
O 0.0902 0.2886 -0.1275
C -0.2093 -0.3291 0.1129
C 0.7492 -0.0716 0.0260
C 0.1441 0.7645 0.5277
C -0.3864 -0.0783 -0.2998
H 0.0629 -0.2121 -0.3063
H -0.3026 -0.1943 -0.0369
H -0.1787 -0.4061 -0.0091
H -0.1667 0.2747 -0.0815
H -0.0249 0.0561 -0.1355
H 0.0033 -0.3525 -0.2099
H -0.0046 0.0755 0.2344
H -0.0301 -0.1062 0.1343
H 0.1963 -0.0844 0.0614
H 0.1155 0.4110 0.0215
H 0.0188 -0.0295 0.7420
H -0.0577 0.7028 0.1682
H -0.1328 0.4821 0.1860
H -0.0001 -0.2956 0.1093
H 0.1512 -0.5370 -0.0636
H 0.3171 -0.2226 0.3728

As for the relative energy (zero: lowest compared OMol25 entry of this formula, charge and spin): 104.6 kJ/mol. For the frontier orbital gap, the calculation gives 0.35364 Ha. Its SMILES is C/C=C/C.O.O.O.O. The spin multiplicity is 1. The maximum force comes out at 1.1 eV Å⁻¹. As for the HOMO energy: -9.29 eV.



Entry 4:
The following is a quantum chemistry calculation of one molecule with the formula C6H12O at a distorted geometry, from OMol25.

Each line ends with the natural charge from an NBO analysis.
Cartesian coordinates (Å):
O  0.995089  0.455833  -0.181149  -0.509
C  -0.588318  -1.485275  -0.100473  -0.574
C  -0.246625  0.015854  -0.075742  0.337
C  -0.972453  2.387120  0.225848  -0.597
C  -1.264798  1.051176  -0.463926  -0.472
C  0.441440  -2.411316  -0.472814  -0.357
C  1.968640  -0.262382  0.575823  -0.252
H  1.483859  -0.769608  1.412359  0.184
H  -1.322203  -1.383132  -0.931382  0.251
H  0.810217  -3.153125  0.228238  0.178
H  2.632583  0.503746  0.970265  0.194
H  -1.176652  -1.767602  0.782716  0.223
H  -2.250989  0.673155  -0.159567  0.207
H  -0.010542  2.787730  -0.102999  0.214
H  -0.932540  2.265837  1.313769  0.203
H  0.998051  -2.287636  -1.394430  0.175
H  -1.748910  3.121410  -0.008322  0.206
H  2.510560  -0.961852  -0.069353  0.193
H  -1.326410  1.220066  -1.548859  0.196

Forces on the atoms, in the same order (eV/Å):
O 1.3675 0.1137 -0.1338
C -1.2813 1.5108 -0.3965
C -1.2739 -0.2332 0.4858
C -0.0936 0.0868 -0.0184
C -0.0122 -0.2324 0.2863
C 0.7901 -0.8674 -0.1645
C -0.0018 0.4174 -0.0224
H 0.1565 -0.0918 -0.0726
H -0.0064 -0.6125 0.1788
H -0.0976 0.0390 -0.1609
H 0.2032 -0.1147 -0.0002
H 0.2404 -0.0110 -0.0836
H 0.1328 0.0812 -0.0726
H -0.1283 -0.0414 0.0427
H -0.0102 -0.0044 -0.1473
H -0.1036 0.0465 0.0691
H 0.0869 -0.0683 0.0243
H -0.0739 0.0775 0.2393
H 0.1053 -0.0959 -0.0537

As for the relative energy (zero: lowest compared OMol25 entry of this formula, charge and spin): 421.3 kJ/mol. For the frontier orbital gap (spin up / spin down), the calculation gives 0.24919 / 0.31606 Ha. The spin multiplicity is 1. The maximum force comes out at 2.0 eV Å⁻¹. As for the HOMO energy (spin up / spin down): -6.25 / -7.69 eV.



Entry 5:
The following is a quantum chemistry calculation of one molecule with the formula C7H8N2O at a distorted geometry, from OMol25.

Each line ends with the natural charge from an NBO analysis.
Cartesian coordinates (Å):
O  -3.248739  2.431066  -0.940488  -0.466
N  1.832418  0.438307  -0.729321  -0.269
N  1.351647  0.548895  0.515009  -0.150
C  0.038278  0.185869  0.550750  -0.064
C  -2.401741  0.315226  -1.912151  -0.545
C  -1.727295  -0.661486  -0.975951  -0.403
C  0.886583  -0.092482  -1.479288  -0.059
C  -0.300949  -0.249732  -0.732856  -0.132
C  2.196663  1.036154  1.608032  -0.379
C  -2.859139  1.435395  -1.427660  0.709
H  -0.537740  0.388034  1.379545  0.206
H  -1.713382  -1.574376  -1.508795  0.227
H  -2.283292  -0.623903  -0.106028  0.219
H  2.929007  0.251452  1.890061  0.207
H  -2.411232  0.096559  -3.043138  0.267
H  1.032701  -0.141081  -2.638061  0.216
H  2.758654  1.817545  1.351208  0.210
H  1.447666  1.276725  2.345079  0.205

Forces on the atoms, in the same order (eV/Å):
O 0.3663 -1.1010 -0.5018
N 1.1021 -0.3119 0.2668
N -0.1267 0.2649 -1.0569
C 1.9750 -0.2607 -2.3419
C -0.1845 -0.3455 -2.3858
C 1.7847 1.4320 -2.5921
C -0.5648 0.5343 -2.1873
C -0.2659 0.2630 2.2012
C -2.1946 -3.9771 0.2793
C -0.5280 1.3364 0.1746
H -1.1908 0.0077 1.7104
H -0.4633 -1.3802 0.0441
H -0.8157 -0.7554 1.9891
H -0.7778 0.2138 0.2585
H -0.1362 0.7259 2.0524
H -0.2085 -0.1870 2.5460
H 1.7908 3.4239 -1.3237
H 0.4379 0.1170 0.8671

As for the relative energy (zero: lowest compared OMol25 entry of this formula, charge and spin): 239.7 kJ/mol. For the frontier orbital gap, the calculation gives 0.34468 Ha. Its SMILES is Cn1cc(CC=C=O)cn1. The spin multiplicity is 1. The maximum force comes out at 4.6 eV Å⁻¹. As for the HOMO energy: -8.60 eV.



Entry 6:
The following is a quantum chemistry calculation of C6H8OS as an isolated structure, from OMol25.

Each line ends with the natural charge from an NBO analysis.
Cartesian coordinates (Å):
S  -1.333526  -1.463924  -0.518782  0.143
O  2.414125  0.141546  0.055100  -0.716
C  -1.512278  1.189236  -0.540931  -0.211
C  -0.270383  0.933160  -0.946462  -0.200
C  -1.834923  0.073171  0.442736  -0.317
C  1.514160  -0.872355  -0.353124  -0.078
C  0.121334  -0.339034  -0.189180  -0.150
C  -0.493010  -0.033584  1.199514  -0.395
H  -2.793761  0.056317  0.951298  0.229
H  0.360072  1.474970  -1.641006  0.231
H  1.694379  -1.174260  -1.383492  0.170
H  -0.139216  0.892975  1.638075  0.210
H  -0.461317  -0.875876  1.909390  0.217
H  -2.163314  1.980055  -0.822701  0.221
H  1.593401  -1.797677  0.246254  0.171
H  3.304256  -0.184723  -0.046690  0.474

Forces on the atoms, in the same order (eV/Å):
S -0.0719 0.0631 0.0004
O -0.3243 0.0953 0.1172
C 0.5552 -0.3217 -0.0027
C -0.2126 0.1300 0.1092
C -0.1230 -0.2190 0.0019
C -0.2593 -0.6404 0.3065
C 0.2568 0.0084 -0.1255
C -0.0430 -0.2641 0.1498
H 0.0456 0.0247 -0.0216
H -0.0778 -0.1253 0.0987
H -0.0430 0.1114 -0.3205
H 0.0470 0.1539 0.1857
H 0.0821 0.2967 -0.3435
H -0.4079 0.4351 -0.1735
H 0.1734 0.3511 0.0397
H 0.4029 -0.0993 -0.0219

As for the relative energy (zero: lowest compared OMol25 entry of this formula, charge and spin): 199.7 kJ/mol. For the frontier orbital gap, the calculation gives 0.33062 Ha. The spin multiplicity is 1. The maximum force comes out at 0.8 eV Å⁻¹. As for the HOMO energy: -8.29 eV.



Entry 7:
The following is a quantum chemistry calculation of one molecule with the formula C4H9NO2, from OMol25.

Each line ends with the natural charge from an NBO analysis.
Cartesian coordinates (Å):
O  -0.579498  1.023220  0.804332  -0.549
O  0.763836  -2.458529  -2.298563  -0.621
N  -0.554634  -1.143132  -0.987139  -0.617
C  0.272065  0.035000  -1.147909  -0.255
C  -0.374397  1.530149  2.096162  -0.246
C  -0.221035  -2.306148  -1.600389  0.527
C  0.626872  0.634073  0.192197  -0.069
H  1.298783  1.499429  0.061968  0.172
H  1.150624  -0.114747  0.810089  0.169
H  -1.349535  1.824010  2.489855  0.195
H  0.290897  2.407069  2.077922  0.167
H  -0.242943  0.783794  -1.762282  0.199
H  1.175586  -0.281604  -1.674226  0.244
H  0.071521  0.769873  2.755823  0.166
H  -0.941479  -3.120818  -1.402050  0.112
H  -1.386661  -1.081639  -0.415791  0.407

Forces on the atoms, in the same order (eV/Å):
O -0.0471 -0.0082 -0.0159
O -0.3163 -0.0562 0.1775
N 0.0324 -0.1155 -0.0979
C 0.1348 0.1309 -0.0795
C -0.0050 0.1266 0.3198
C 0.0495 -0.0079 -0.0272
C 0.1894 -0.0797 -0.1503
H -0.1392 -0.1150 0.0156
H -0.0896 0.1153 -0.0560
H 0.1541 -0.0194 -0.0049
H -0.1149 -0.1059 0.0179
H 0.0683 -0.0779 0.0943
H -0.1291 0.0741 0.0523
H -0.0732 0.1104 -0.0723
H 0.0828 0.0854 -0.0104
H 0.2030 -0.0571 -0.1632

As for the relative energy (zero: lowest compared OMol25 entry of this formula, charge and spin): 125.5 kJ/mol. For the frontier orbital gap, the calculation gives 0.39227 Ha. Its SMILES is COCCNC=O. The spin multiplicity is 1. The maximum force comes out at 0.4 eV Å⁻¹. As for the HOMO energy: -9.78 eV.



Entry 8:
The following is a quantum chemistry calculation of one molecule with the formula C4H6OS at a distorted geometry, from OMol25.

Each line ends with the natural charge from an NBO analysis.
Cartesian coordinates (Å):
S  -1.836052  -0.229950  0.414845  1.104
O  -2.425530  0.925636  -0.234230  -0.901
C  0.395940  -1.399225  0.331142  -0.514
C  -0.575685  -1.003668  -0.723857  -0.314
C  0.755373  1.250134  0.285316  -0.681
C  -0.032849  -0.015954  0.522542  -0.158
H  0.901015  1.955410  1.097627  0.262
H  1.406715  -1.556659  -0.204640  0.246
H  0.106592  1.863358  -0.475704  0.244
H  0.411013  -2.077692  1.179787  0.264
H  1.464223  0.967896  -0.498113  0.227
H  -0.570757  -0.679281  -1.694711  0.221

Forces on the atoms, in the same order (eV/Å):
S -0.5302 -0.2652 2.4423
O -1.4189 1.8406 -1.4621
C 3.4760 -0.2142 -2.0587
C -0.3717 -1.5916 2.5514
C -3.0398 0.0173 -3.2772
C 0.7041 0.5938 0.9852
H 0.7470 -0.4924 0.1092
H -1.2852 0.6199 0.9418
H 0.3609 -0.6974 1.5810
H -0.9338 -0.4409 -0.3187
H 1.3441 0.2828 0.9748
H 0.9475 0.3474 -2.4690

As for the relative energy (zero: lowest compared OMol25 entry of this formula, charge and spin): 496.1 kJ/mol. For the frontier orbital gap (spin up / spin down), the calculation gives 0.20107 / 0.26607 Ha. The spin multiplicity is 3. The maximum force comes out at 4.5 eV Å⁻¹. As for the HOMO energy (spin up / spin down): -4.60 / -9.64 eV.



Number 6 is which compound? C6H8OS